i.
A structure of composition C3H12N4, computed with ωB97M-V with the def2-TZVPD basis set.

CARTESIAN COORDINATES (ANGSTROEM)
C1 1.632 -0.823 -0.823
C2 1.273 -0.138 1.435
N1 0.667 -0.602 0.218
H1 -1.504 -0.438 -2.136
H2 2.166 0.110 -1.085
H3 0.512 -0.039 2.219
H4 1.132 -1.180 -1.728
H5 2.414 -1.560 -0.565
H6 1.754 0.850 1.305
H7 2.049 -0.812 1.841
C3 -1.514 0.372 -0.314
N2 -1.819 -0.814 0.229
N3 -1.500 1.552 0.380
N4 -1.377 0.449 -1.674
H8 -1.199 1.487 1.340
H9 -1.109 2.350 -0.097
H10 -0.582 -1.174 0.362
H11 -2.266 -0.721 1.134
H12 -0.731 1.132 -2.041

The HOMO-LUMO gap comes out at 7.590 eV. The value obtained for the highest occupied orbital energy is -6.861 eV. The value obtained for the molar mass is 104.16 g/mol.


ii.
A cluster of 2 separate species, C3H12N4 in total, computed with ωB97M-V with the def2-TZVPD basis set.

CARTESIAN COORDINATES (ANGSTROEM)
H1 -3.430 0.014 -1.418
N1 -3.031 0.268 -2.418
N2 -2.049 -0.414 -2.477
N3 -2.014 -1.274 -1.199
H2 -1.906 -0.833 -0.278
H3 -1.447 -2.112 -1.264
C1 0.888 0.955 -0.572
C2 1.027 -0.089 0.533
C3 2.100 0.325 1.546
N4 -0.288 -0.316 1.145
H4 1.836 1.090 -1.089
H5 0.136 0.654 -1.298
H6 0.592 1.917 -0.149
H7 1.323 -1.043 0.080
H8 2.201 -0.424 2.333
H9 1.836 1.276 2.011
H10 3.068 0.440 1.060
H11 -0.628 0.552 1.550
H12 -0.212 -0.986 1.904

The HOMO-LUMO gap comes out at 10.300 eV. The value obtained for the highest occupied orbital energy is -9.353 eV. The value obtained for the molar mass is 104.16 g/mol. The SMILES is [H]/N=N\N.CC(C)N.


i wins, 0.0213 hartree ahead of the next structure.


i.
A structure of composition C40H29BaBrF4IN8O3S5, computed with ωB97M-V with the def2-TZVPD basis set.

CARTESIAN COORDINATES (ANGSTROEM)
Ba1 -0.748 0.653 1.182
O1 1.383 0.241 5.169
C1 1.307 -1.096 5.390
C2 2.184 -1.669 6.319
C3 2.160 -3.032 6.565
C4 1.257 -3.853 5.887
C5 0.389 -3.290 4.964
C6 0.393 -1.910 4.698
C7 -0.511 -1.304 3.658
O2 -0.491 -0.019 3.530
N1 -1.253 -2.131 2.956
N2 -1.965 -1.496 2.000
C8 -3.069 -2.051 1.659
C9 -4.030 -1.485 0.774
C10 -5.178 -2.260 0.514
C11 -6.238 -1.791 -0.226
C12 -6.196 -0.475 -0.708
C13 -5.111 0.326 -0.470
C14 -3.958 -0.137 0.254
O3 -2.961 0.638 0.466
H1 0.662 0.420 4.530
H2 2.881 -1.009 6.837
H3 2.851 -3.460 7.292
H4 1.236 -4.929 6.076
H5 -0.318 -3.904 4.420
H6 -3.341 -3.010 2.110
H7 -5.218 -3.269 0.922
H8 -7.100 -2.420 -0.413
H9 -7.034 -0.086 -1.280
H10 -5.071 1.344 -0.856
N3 2.109 1.248 1.911
C15 2.839 1.584 0.677
C16 3.102 0.318 -0.140
C17 2.964 0.478 -1.648
C18 1.576 0.888 -2.128
N4 0.495 0.113 -1.470
H11 1.996 2.060 2.507
H12 2.625 0.566 2.456
H13 3.783 2.096 0.861
H14 2.210 2.292 0.110
H15 2.414 -0.461 0.216
H16 4.111 -0.051 0.068
H17 3.248 -0.465 -2.123
H18 3.682 1.221 -2.018
H19 1.557 0.787 -3.216
H20 1.396 1.946 -1.915
H21 0.596 -0.880 -1.670
H22 -0.395 0.369 -1.889
C19 -2.666 -4.842 -0.920
S1 -2.428 -4.837 -2.721
C20 -3.612 -3.651 -3.235
C21 -3.566 -2.299 -2.966
S2 -2.447 -1.503 -1.997
S3 -4.854 -1.377 -3.758
C22 -5.650 -2.681 -4.569
S4 -6.965 -2.520 -5.530
S5 -4.891 -4.214 -4.267
H23 -1.922 -5.541 -0.520
H24 -3.670 -5.189 -0.679
H25 -2.487 -3.850 -0.516
F1 -0.306 3.567 -1.202
C23 0.021 4.782 -1.633
C24 0.254 4.936 -2.951
F2 0.160 3.861 -3.717
C25 0.591 6.189 -3.532
C26 0.656 7.257 -2.593
C27 0.429 7.099 -1.279
F3 0.527 8.171 -0.510
C28 0.111 5.842 -0.692
C29 -0.081 5.639 0.694
C30 -0.323 4.344 1.216
N5 -0.502 3.280 1.651
C31 0.010 6.673 1.684
N6 0.111 7.461 2.533
F4 0.961 8.470 -3.025
C32 0.836 6.354 -4.901
C33 1.168 7.613 -5.494
N7 1.436 8.595 -6.045
C34 0.788 5.277 -5.843
N8 0.767 4.456 -6.660
Br1 3.910 -4.506 3.002
C35 4.089 -4.075 1.164
C36 5.314 -4.318 0.555
C37 5.503 -3.996 -0.782
C38 4.459 -3.432 -1.509
C39 3.241 -3.195 -0.896
C40 3.036 -3.509 0.444
I1 1.177 -3.087 1.324
H26 6.118 -4.756 1.139
H27 6.462 -4.187 -1.251
H28 4.593 -3.179 -2.559
H29 2.420 -2.766 -1.466

The HOMO-LUMO gap (spin up / spin down) comes out at 5.172 / 4.413 eV. The value obtained for the highest occupied orbital energy (spin up / spin down) is -5.534 / -5.397 eV. The value obtained for the molar mass is 1250.19 g/mol. As for the charge: -1.


ii.
A structure of composition C40H29BaBrF4IN8O3S5, computed with ωB97M-V with the def2-TZVPD basis set.

CARTESIAN COORDINATES (ANGSTROEM)
Ba1 -0.490 -0.058 -0.121
O1 -2.441 -2.446 3.070
C1 -1.398 -3.047 3.678
C2 -1.568 -3.490 4.994
C3 -0.529 -4.093 5.672
C4 0.706 -4.259 5.056
C5 0.873 -3.820 3.753
C6 -0.164 -3.225 3.035
C7 0.050 -2.771 1.605
O2 -0.960 -2.209 1.034
N1 1.236 -2.924 1.115
N2 1.285 -2.177 -0.109
C8 2.242 -2.535 -0.869
C9 2.467 -1.958 -2.191
C10 3.556 -2.427 -2.923
C11 3.807 -2.012 -4.221
C12 2.930 -1.104 -4.798
C13 1.847 -0.609 -4.097
C14 1.575 -1.010 -2.772
O3 0.546 -0.554 -2.134
H1 -2.079 -2.210 2.163
H2 -2.532 -3.336 5.462
H3 -0.677 -4.423 6.693
H4 1.525 -4.734 5.579
H5 1.812 -3.954 3.231
H6 2.905 -3.339 -0.547
H7 4.215 -3.152 -2.453
H8 4.655 -2.394 -4.773
H9 3.091 -0.773 -5.818
H10 1.158 0.093 -4.550
N3 -2.729 0.871 1.672
C15 -2.935 2.320 1.766
C16 -1.659 3.037 2.226
C17 -1.265 4.258 1.397
C18 -0.992 4.011 -0.078
N4 -0.020 2.931 -0.277
H11 -3.567 0.413 1.331
H12 -2.559 0.474 2.593
H13 -3.759 2.567 2.448
H14 -3.230 2.664 0.772
H15 -0.839 2.315 2.233
H16 -1.776 3.367 3.262
H17 -0.389 4.728 1.860
H18 -2.064 5.005 1.461
H19 -0.652 4.952 -0.535
H20 -1.905 3.717 -0.600
H21 0.878 3.213 0.109
H22 0.127 2.758 -1.269
C19 -2.332 4.760 -3.439
S1 -4.027 4.578 -2.840
C20 -4.428 3.014 -3.518
C21 -3.906 1.829 -3.116
S2 -2.740 1.552 -1.891
S3 -4.496 0.439 -4.004
C22 -5.585 1.256 -5.068
S4 -6.528 0.486 -6.192
S5 -5.577 2.959 -4.833
H23 -1.905 5.638 -2.952
H24 -2.297 4.900 -4.518
H25 -1.754 3.881 -3.155
F1 3.594 0.543 2.287
C23 4.121 0.495 3.505
C24 5.354 0.968 3.722
F2 6.053 1.481 2.717
C25 5.977 0.970 5.037
C26 5.206 0.285 6.064
C27 3.968 -0.174 5.856
F3 3.308 -0.768 6.841
C28 3.283 -0.026 4.579
C29 1.969 -0.271 4.418
C30 1.299 -0.028 3.182
N5 0.727 0.227 2.227
C31 1.058 -0.601 5.467
N6 0.249 -0.778 6.262
F4 5.769 0.145 7.261
C32 7.160 1.576 5.289
C33 7.788 1.617 6.571
N7 8.360 1.706 7.562
C34 7.916 2.304 4.321
N8 8.586 2.924 3.625
Br1 5.544 -0.468 -0.565
C35 5.684 0.345 -2.269
C36 6.705 -0.089 -3.105
C37 6.840 0.454 -4.368
C38 5.947 1.424 -4.803
C39 4.928 1.848 -3.971
C40 4.795 1.321 -2.689
I1 3.256 2.024 -1.492
H26 7.382 -0.858 -2.761
H27 7.634 0.108 -5.016
H28 6.032 1.843 -5.797
H29 4.220 2.590 -4.313

The HOMO-LUMO gap comes out at 2.544 eV. The value obtained for the highest occupied orbital energy is -4.699 eV. The value obtained for the molar mass is 1250.19 g/mol. As for the charge: -1.


i wins, 0.0321 hartree ahead of the next structure.


i.
A cluster of 3 separate species, C2H9NO2 in total, computed with ωB97M-V with the def2-TZVPD basis set.

CARTESIAN COORDINATES (ANGSTROEM)
C1 -1.645 -1.152 0.763
C2 -0.476 -0.916 1.401
N1 0.706 -1.532 0.906
H1 -1.831 -1.719 -0.084
H2 -2.625 -0.727 1.221
H3 -0.314 -0.213 2.189
H4 0.582 -1.983 0.010
H5 1.385 -1.832 1.677
O1 1.009 2.451 0.265
H6 0.378 3.068 0.141
H7 1.511 2.370 -0.544
O2 0.664 0.510 -2.917
H8 0.096 1.252 -3.081
H9 0.562 0.422 -1.947

The HOMO-LUMO gap comes out at 8.804 eV. The value obtained for the highest occupied orbital energy is -8.161 eV. The value obtained for the molar mass is 79.10 g/mol. The SMILES is C=CN.O.O.


ii.
A cluster of 2 separate species, C2H9NO2 in total, computed with ωB97M-V with the def2-TZVPD basis set.

CARTESIAN COORDINATES (ANGSTROEM)
N1 1.371 0.413 -1.640
C1 0.925 0.865 -0.342
O1 -0.333 1.552 -0.287
H1 1.588 1.159 -2.317
H2 0.759 -0.263 -2.046
H3 1.647 1.505 0.101
H4 0.787 -0.027 0.326
H5 -0.413 2.093 -1.101
C2 -0.675 -1.569 1.749
O2 -1.171 -1.251 0.449
H6 -0.548 -0.640 2.361
H7 0.258 -2.044 1.638
H8 -1.316 -2.275 2.223
H9 -1.830 -0.585 0.554

The HOMO-LUMO gap comes out at 10.612 eV. The value obtained for the highest occupied orbital energy is -9.666 eV. The value obtained for the molar mass is 79.10 g/mol. The SMILES is NCO.CO.


iii.
A cluster of 2 separate species, C2H9NO2 in total, computed with ωB97M-V with the def2-TZVPD basis set.

CARTESIAN COORDINATES (ANGSTROEM)
N1 0.152 1.151 -0.389
C1 0.316 -0.220 -0.875
C2 1.566 -0.803 -0.238
O1 1.647 -2.218 -0.336
H1 0.351 1.245 0.597
H2 -0.772 1.515 -0.564
H3 0.498 -0.127 -1.942
H4 -0.561 -0.852 -0.692
H5 1.584 -0.518 0.820
H6 2.451 -0.390 -0.716
H7 0.752 -2.576 -0.338
O2 -2.383 0.993 1.560
H8 -2.424 1.784 1.014
H9 -3.179 1.018 2.098

The HOMO-LUMO gap comes out at 9.907 eV. The value obtained for the highest occupied orbital energy is -9.281 eV. The value obtained for the molar mass is 79.10 g/mol. The SMILES is NCCO.O.


iii wins, 0.0106 hartree ahead of the next structure.